{"formula": "C26H79BrN17O11V", "method": "ωB97M-V/def2-TZVPD", "e_lumo_ha": [-0.0873, -0.0861], "mol_weight_g_mol": 936.9, "spin_multiplicity": 4, "fmax_ha_per_bohr": 0.1226, "total_charge": 1, "gap_ha": [0.29073, 0.29189], "symbols": ["V", "Br", "C", "O", "N", "N", "H", "H", "H", "H", "C", "O", "N", "N", "H", "H", "H", "H", "C", "O", "N", "N", "H", "H", "H", "H", "C", "O", "N", "N", "H", "H", "H", "H", "C", "O", "N", "N", "H", "H", "H", "H", "C", "O", "N", "N", "H", "H", "H", "H", "C", "C", "C", "O", "C", "N", "H", "H", "H", "H", "H", "H", "H", "H", "H", "H", "H", "C", "C", "C", "O", "C", "N", "H", "H", "H", "H", "H", "H", "H", "H", "H", "H", "H", "C", "C", "C", "O", "C", "N", "H", "H", "H", "H", "H", "H", "H", "H", "H", "H", "H", "C", "C", "C", "O", "C", "N", "H", "H", "H", "H", "H", "H", "H", "H", "H", "H", "H", "C", "C", "C", "O", "C", "N", "H", "H", "H", "H", "H", "H", "H", "H", "H", "H", "H"], "coordinates": [[-1.390446, 2.202475, -3.549562], [-1.345076, 0.809295, -1.292202], [-0.431286, 1.846325, 2.934918], [-0.067466, 2.361295, 3.983828], [-1.513766, 2.208165, 2.247048], [0.198284, 0.934005, 2.272388], [-2.083866, 2.979415, 2.563668], [-1.794446, 1.651545, 1.452378], [0.983114, 0.518465, 2.753508], [-0.299756, 0.667505, 1.435118], [-2.720846, 4.567665, -1.520472], [-2.212696, 4.150415, -2.517812], [-3.094136, 5.789545, -1.225012], [-2.597636, 3.854835, -0.457672], [-2.764756, 6.523725, -1.835412], [-3.215476, 6.096515, -0.270472], [-2.972556, 4.245275, 0.395028], [-2.389376, 2.870875, -0.550142], [1.782404, 2.838125, -3.719472], [0.594284, 2.834415, -3.344112], [2.401584, 1.810105, -4.289132], [2.569844, 3.814645, -3.634342], [3.283784, 2.031655, -4.728152], [1.994204, 0.899825, -4.448952], [3.424594, 3.721415, -4.164252], [2.326924, 4.674705, -3.163832], [2.420424, -1.416455, -2.608882], [2.137294, -1.386635, -3.764392], [1.533284, -1.284185, -1.592932], [3.658474, -1.507765, -2.123112], [1.954084, -1.497915, -0.699982], [0.550194, -1.156595, -1.786212], [4.401804, -1.755705, -2.760362], [3.895274, -1.377445, -1.149952], [-0.478086, -0.270645, -5.822382], [-0.920756, 0.395815, -4.915252], [-0.878066, -0.138275, -7.032372], [0.494734, -1.146585, -5.751962], [-1.488726, 0.651535, -7.185372], [-0.643046, -0.662675, -7.862952], [0.922874, -1.204515, -4.839032], [0.855034, -1.626705, -6.564232], [-4.672706, 1.595755, -3.518282], [-3.481366, 1.870725, -3.627752], [-5.643106, 2.455445, -3.455202], [-5.223946, 0.421265, -3.790862], [-5.315456, 3.408085, -3.527492], [-6.463856, 2.134445, -3.948582], [-4.574256, -0.322165, -4.003752], [-6.218806, 0.250465, -3.756362], [3.718194, 6.724745, 1.555748], [2.675054, 5.965755, 2.439688], [2.114304, 4.758175, 1.698078], [1.318964, 5.212205, 0.538638], [0.601134, 4.165105, -0.052612], [3.298034, 5.732645, 3.679938], [4.379424, 5.941365, 1.185348], [4.315134, 7.433125, 2.130178], [3.225234, 7.263435, 0.746498], [1.791654, 6.586165, 2.590708], [1.553914, 4.072675, 2.333808], [2.943814, 4.131955, 1.369638], [-0.068786, 3.606025, 0.600628], [1.300324, 3.439025, -0.467392], [0.008164, 4.640855, -0.833732], [2.860814, 5.035275, 4.265278], [3.179784, 6.601075, 4.181888], [-3.365246, 1.171915, 4.831308], [-3.391336, -0.450225, 4.936818], [-2.236236, -1.212605, 4.217288], [-2.171436, -0.889355, 2.844178], [-3.039156, -1.425165, 1.938078], [-3.531596, -0.809905, 6.329438], [-4.280036, 1.642385, 5.191748], [-3.340476, 1.545405, 3.807598], [-2.515446, 1.604715, 5.359158], [-4.393996, -0.608255, 4.539578], [-2.223026, -2.293405, 4.357928], [-1.242966, -1.075285, 4.644678], [-4.045786, -1.035485, 2.089558], [-3.252716, -2.484045, 2.083868], [-2.925026, -1.198575, 0.878018], [-4.438006, -0.473755, 6.621878], [-3.482406, -1.818565, 6.312628], [4.388934, -0.750505, 4.049938], [3.428444, -0.499665, 2.920428], [4.035804, -0.928255, 1.553018], [3.289444, -0.229595, 0.531178], [3.574984, 1.131235, 0.087528], [2.249764, -1.195785, 3.371168], [4.850204, -1.725195, 4.209048], [3.849274, -0.578675, 4.981248], [5.333664, -0.245315, 3.849018], [3.148884, 0.552705, 2.970228], [3.964734, -2.008835, 1.428888], [5.111754, -0.772405, 1.474638], [3.293734, 1.988155, 0.699648], [3.142034, 1.205425, -0.910042], [4.656954, 1.246445, 0.152098], [1.671264, -1.533205, 2.615138], [2.631174, -2.019285, 3.814428], [2.800724, -7.052655, 1.465808], [2.238614, -5.649365, 1.032668], [1.883954, -4.731795, 2.380168], [1.369844, -3.437555, 2.076658], [0.050704, -3.384695, 1.399318], [3.108824, -5.102495, -0.027892], [2.212084, -7.382345, 2.321908], [3.872034, -6.975585, 1.651388], [2.697374, -7.740485, 0.626568], [1.261914, -5.708435, 0.552378], [2.786224, -4.575975, 2.971558], [1.215624, -5.172175, 3.120098], [0.263844, -3.213335, 0.344178], [-0.357556, -2.478135, 1.846048], [-0.517746, -4.291295, 1.606768], [2.874224, -4.195075, -0.404252], [2.943024, -5.696595, -0.827672], [-4.420836, -2.475555, -1.569222], [-3.607756, -3.519925, -2.294462], [-2.062876, -3.519665, -2.019412], [-1.464236, -4.270855, -3.055212], [-0.033856, -4.155775, -3.349792], [-4.316936, -4.749805, -1.821602], [-3.830246, -1.560535, -1.524082], [-4.458016, -2.722755, -0.508272], [-5.452066, -2.305815, -1.878812], [-3.844466, -3.405715, -3.352302], [-1.888476, -3.892665, -1.010182], [-1.712156, -2.495035, -2.142822], [0.105534, -3.221255, -3.893252], [0.196604, -4.798905, -4.199132], [0.622174, -4.158285, -2.479322], [-4.118666, -4.850315, -0.836362], [-3.865496, -5.577285, -2.184342]], "forces_ev_per_angstrom": [[-0.31, -0.56, 1.13], [-0.01, 0.03, -0.27], [-0.24, 1.97, 1.81], [0.01, 0.19, 0.31], [-2.54, 1.65, -0.88], [2.05, -2.00, -1.08], [0.17, -0.41, 0.01], [-0.32, 0.36, 0.21], [-0.16, -0.62, -0.52], [1.20, -1.00, 0.00], [1.83, 0.06, 2.21], [1.01, -0.84, -5.46], [-1.23, 4.01, -1.17], [-1.18, -2.47, 3.88], [-0.29, -0.09, -0.09], [0.02, -0.31, -0.26], [0.19, -0.75, 0.09], [0.09, -0.15, 0.21], [-3.28, -3.48, -0.43], [-0.29, 0.15, 0.11], [0.35, -1.93, -1.10], [3.03, 5.20, 0.68], [-0.19, -0.81, 0.09], [-0.10, 0.13, 0.09], [0.02, 0.82, 0.67], [0.05, -0.11, -0.24], [-0.51, 0.56, 3.96], [-0.29, 0.01, -3.42], [-0.01, -0.47, -0.31], [2.47, -0.63, -0.56], [-0.98, 0.50, 0.37], [0.12, 0.06, 0.37], [-0.17, 0.14, 0.13], [-0.30, 0.13, -0.07], [1.92, -1.42, -0.47], [-0.95, 2.16, 2.87], [-3.35, 2.21, -4.86], [1.03, -1.09, 1.46], [-0.13, -0.30, -0.22], [0.25, -0.05, 0.59], [0.64, -0.77, 0.09], [-0.05, 0.19, 0.45], [0.39, -1.25, -2.20], [0.83, -0.10, 0.49], [-1.51, 3.68, 0.86], [1.35, -3.12, -0.12], [-0.69, 0.17, -0.03], [-0.10, 1.03, 0.31], [-0.44, -0.24, 0.15], [0.49, -0.16, 0.18], [-0.89, -0.56, 0.21], [-0.87, 1.20, -2.14], [0.06, -0.04, -0.78], [0.98, -0.12, 2.12], [0.21, 0.01, -0.40], [0.76, -0.65, 1.66], [0.22, 0.22, -0.27], [-0.15, -0.07, 0.15], [0.12, -0.17, -0.16], [-0.23, 0.42, -0.23], [-0.62, 0.32, 0.25], [0.31, -0.03, -0.53], [-0.01, 0.20, 0.39], [0.00, -0.25, -0.38], [0.03, -0.29, -0.19], [-0.28, -0.27, -0.12], [0.45, 0.01, 0.38], [0.66, -1.14, -0.27], [-0.65, 2.71, -0.49], [-0.60, 0.19, 0.13], [2.04, 0.87, -0.14], [-2.97, -0.66, 0.24], [1.18, -0.20, 0.06], [-0.17, -0.51, 0.59], [0.31, -0.53, -0.17], [0.04, -0.10, 0.04], [0.26, -0.82, -1.27], [-1.19, -0.55, -0.13], [0.01, 1.27, 0.02], [-0.49, 0.44, 0.26], [0.66, -0.57, -0.14], [1.28, 0.09, 0.13], [-0.03, -0.39, 0.37], [-0.48, -0.24, 0.78], [1.54, 0.23, 0.28], [0.89, -0.80, 0.41], [-0.83, 1.69, 0.74], [-0.42, -0.29, -0.62], [1.24, -1.11, 0.92], [-0.56, -0.42, -0.35], [-0.82, -0.94, -0.70], [0.58, 0.74, 0.13], [-0.19, 1.08, 0.72], [0.59, 0.36, -0.68], [-0.72, -0.07, -0.29], [0.18, 0.74, 0.05], [-1.08, -0.50, 0.50], [0.25, 0.06, 0.08], [0.36, -0.10, -0.88], [0.04, -0.03, -0.04], [-0.68, -0.44, 0.10], [-0.78, 1.51, -0.75], [-0.98, 0.48, 1.56], [1.16, 0.00, -1.81], [-0.69, -0.77, -0.86], [2.21, 0.37, 1.05], [0.61, 0.14, 0.51], [0.33, -0.33, 0.00], [-0.13, 0.10, 0.39], [-0.18, -0.16, 0.12], [-0.46, -0.75, 0.34], [0.36, 0.25, -0.28], [-0.38, -0.89, -0.58], [-0.43, -0.28, -0.17], [-0.65, -0.19, -0.22], [-0.16, 0.15, -0.11], [-0.38, 0.44, 0.58], [0.28, -0.38, -0.12], [1.41, 1.36, 1.23], [-1.20, -1.26, 0.83], [-0.93, 0.88, -1.46], [0.99, -1.31, -0.23], [-1.78, 1.39, -0.60], [0.98, -0.40, -0.69], [-0.34, 0.64, -0.41], [-0.22, -0.31, 0.18], [0.29, -0.21, -0.39], [0.60, -0.23, -0.21], [0.29, -0.13, 0.12], [0.11, 0.41, 0.49], [0.07, 0.74, 0.55], [-0.03, -1.01, 0.82], [-0.04, -0.51, -0.04], [-0.21, 0.28, 0.46], [0.03, -0.27, -0.59]], "lowdin_charge": [0.76, 0.17, -0.78, 0.02, 0.14, 0.20, 0.11, 0.04, 0.08, 0.05, -0.77, -0.01, 0.19, 0.18, 0.13, 0.12, 0.12, -0.02, -0.68, -0.09, 0.21, 0.21, 0.12, 0.09, 0.13, 0.15, -0.71, 0.02, 0.19, 0.19, 0.08, 0.02, 0.12, 0.08, -0.75, -0.03, 0.18, 0.19, 0.13, 0.13, 0.03, 0.13, -0.67, -0.08, 0.18, 0.19, 0.13, 0.13, 0.12, 0.13, -0.05, -0.47, -0.15, -0.18, -0.13, 0.03, 0.07, 0.07, 0.07, 0.13, 0.11, 0.10, 0.06, 0.07, 0.08, 0.08, 0.08, -0.04, -0.39, -0.16, -0.22, -0.16, 0.02, 0.06, 0.04, 0.07, 0.11, 0.12, 0.13, 0.08, 0.09, 0.06, 0.08, 0.07, -0.08, -0.43, -0.13, -0.27, -0.05, 0.04, 0.08, 0.09, 0.08, 0.13, 0.12, 0.12, 0.06, 0.08, 0.09, 0.04, 0.06, -0.06, -0.37, -0.15, -0.28, -0.03, 0.03, 0.07, 0.08, 0.07, 0.10, 0.11, 0.12, 0.06, 0.07, 0.09, 0.04, 0.06, -0.10, -0.39, -0.18, -0.20, -0.05, 0.03, 0.04, 0.06, 0.08, 0.13, 0.12, 0.10, 0.05, 0.09, 0.07, 0.06, 0.06]}